(1)
{"formula": "C44H39BrIrN9O4", "method": "the ωB97M-V functional and the def2-TZVPD basis", "elements": ["C", "C", "O", "N", "H", "H", "C", "H", "C", "C", "N", "C", "C", "H", "H", "H", "H", "H", "Br", "C", "H", "C", "N", "H", "H", "C", "C", "O", "C", "C", "H", "C", "C", "C", "C", "H", "C", "C", "H", "N", "C", "H", "N", "C", "C", "C", "C", "H", "H", "N", "H", "C", "H", "H", "H", "C", "H", "H", "H", "C", "C", "C", "H", "C", "N", "C", "H", "C", "N", "H", "O", "C", "O", "C", "C", "C", "C", "H", "N", "H", "H", "Ir", "C", "H", "C", "C", "C", "C", "H", "H", "H", "H", "H", "C", "H", "C", "H", "H"], "coordinates": [[-0.387416, -0.338420, 5.571102], [-2.953655, -1.176112, 1.547272], [-0.002232, 1.726357, 4.334282], [-1.697400, -1.305677, 1.178156], [4.469685, 2.139174, 7.637067], [3.525185, 5.762369, -0.944266], [-2.521041, -3.340922, 1.546069], [0.300776, -7.230704, -1.744455], [1.945227, 0.804033, -0.973927], [2.934741, 3.093984, -0.704555], [2.747101, 1.811802, 1.293980], [0.460256, -3.857638, -1.546468], [-2.298423, 2.615122, 1.854883], [2.479829, 0.909181, 4.330178], [-3.837955, -5.146704, -2.496444], [2.167078, 0.102013, -3.056154], [-3.027563, 4.412895, 2.750278], [2.686566, 2.374484, -4.027193], [1.759037, -2.588342, -0.982758], [5.322037, 1.509077, 2.767095], [7.832319, 2.923391, 4.541566], [2.252036, 1.106353, 2.333621], [0.676601, 2.240077, -0.067155], [-1.535498, -1.066032, -4.329170], [-0.541661, 3.505542, 5.107800], [0.433231, -2.390136, 4.607812], [0.733907, -0.304689, 3.427363], [3.425555, 4.011282, 0.161430], [-0.562681, 2.462546, 5.410756], [-1.345633, -5.919503, -2.035034], [6.041665, 3.080788, 6.217101], [4.559739, 2.190667, 4.947120], [-3.109474, 3.634745, -0.536391], [-0.879577, -3.509353, -1.893752], [-1.796613, -4.576557, -2.093297], [0.577021, -3.460713, 4.659025], [-2.717958, -1.956444, -2.283821], [-2.898794, 3.859681, 1.830249], [-1.923709, 2.184447, 2.774839], [-0.828485, 3.184455, -3.455790], [3.042122, 3.177063, -2.084338], [-0.878073, 0.172247, 6.385690], [1.148615, 0.405190, 2.263339], [2.572221, 2.221891, -2.962950], [6.843815, 2.557531, 4.299657], [0.254214, 1.057539, -2.381731], [-3.624009, -3.030893, -2.431493], [4.029283, 3.771383, 7.065239], [-3.759914, 5.362445, 0.557207], [-3.487558, -2.385006, 1.780384], [-3.053371, -0.929304, -2.361826], [1.891676, 0.989290, -2.482335], [3.453437, 2.490913, 1.534497], [-0.438687, -3.031250, 0.900336], [-3.489853, -0.246899, 1.635152], [-3.304228, 4.382571, 0.611271], [1.422653, -2.174191, 2.700996], [-2.062828, -6.712393, -2.205942], [1.890392, -5.383550, -1.247721], [-1.411890, -2.656704, 1.174750], [4.293316, 1.629214, 3.688756], [6.593593, 1.987371, 3.066516], [0.027224, 2.337559, 6.321189], [-3.166506, -4.309062, -2.356833], [2.976443, 1.157498, 3.488948], [0.514020, 1.117816, -0.849055], [4.987523, 4.737160, -1.001997], [0.865735, -5.157869, -1.506807], [-2.111176, 1.887966, 0.746505], [7.384511, 1.894015, 2.335300], [-0.520118, -1.148329, -1.928907], [-0.043455, -6.205704, -1.774555], [3.496240, 2.209972, 5.801485], [0.907455, -1.675085, 3.514302], [-0.316668, 2.279347, -2.966519], [-2.515088, 2.391944, -0.420745], [5.830586, 2.649716, 5.250217], [-4.670298, -2.829997, -2.620574], [-0.917787, -0.292547, -4.137436], [-1.594158, 2.159316, 5.607154], [3.515984, 4.052123, -2.507129], [-0.433538, 0.344000, 0.741030], [3.717390, 2.726310, 7.107333], [5.137796, 1.024509, 1.818515], [2.180299, 1.985888, -0.013721], [-1.394363, -2.192622, -2.057438], [-0.511683, -0.111003, -2.826676], [4.174822, 5.100137, -0.370441], [-2.709689, -4.392975, 1.656571], [4.584574, 5.631637, 0.482148], [-2.340831, 1.772395, -1.293418], [-3.386800, 4.004764, -1.513154], [-4.431173, -2.556563, 2.084715], [-0.216820, -1.719684, 5.628289], [2.768727, 2.652914, 7.630285], [0.089133, 0.371446, 4.475026], [-0.586354, -2.262281, 6.488274], [-1.147277, 0.550890, -4.641829]], "atomic_forces_ev_per_a": [[0.07, -0.06, -0.06], [-0.11, -0.13, -0.01], [-0.08, -0.06, -0.01], [0.43, 0.06, -0.24], [0.01, 0.00, 0.01], [0.01, 0.01, -0.01], [-0.11, 0.12, 0.01], [0.02, 0.01, 0.00], [0.05, 0.14, 0.14], [-0.14, 0.01, 0.01], [-0.02, -0.08, -0.01], [-0.07, 0.08, -0.03], [-0.04, 0.06, -0.11], [0.02, 0.00, 0.00], [0.01, -0.01, -0.01], [0.05, -0.01, 0.00], [0.00, 0.00, -0.01], [-0.02, 0.01, 0.00], [0.13, 0.01, 0.02], [-0.02, -0.03, 0.01], [0.00, 0.00, 0.00], [-0.04, 0.08, -0.06], [-0.31, -0.70, 0.57], [-0.05, 0.06, 0.06], [0.02, 0.00, -0.02], [0.00, 0.04, -0.05], [0.08, 0.05, -0.10], [0.05, 0.02, -0.05], [0.04, -0.06, -0.03], [-0.11, 0.08, 0.00], [0.01, 0.01, 0.01], [-0.03, 0.01, 0.06], [0.00, -0.03, -0.03], [0.03, -0.15, -0.04], [-0.04, -0.10, -0.03], [0.01, 0.00, 0.00], [-0.32, -0.07, -0.11], [0.02, -0.02, 0.04], [0.02, 0.00, 0.02], [0.00, 0.02, 0.00], [-0.06, -0.12, -0.02], [-0.02, 0.01, 0.02], [-0.12, -0.13, 0.40], [0.00, 0.02, 0.06], [-0.03, -0.01, 0.02], [0.31, 0.50, -0.11], [0.10, 0.19, 0.04], [0.00, 0.01, 0.01], [0.01, 0.00, 0.00], [0.00, -0.11, 0.03], [-0.02, 0.00, -0.01], [0.04, 0.08, -0.17], [-0.02, 0.05, 0.00], [-0.08, 0.08, 0.06], [0.01, 0.01, 0.00], [-0.03, 0.05, 0.01], [-0.01, 0.01, 0.01], [0.00, 0.01, -0.01], [0.00, -0.02, 0.01], [0.05, 0.02, 0.04], [-0.10, 0.07, 0.02], [-0.03, 0.00, 0.01], [0.01, -0.01, 0.01], [0.09, -0.06, 0.03], [0.11, -0.14, -0.21], [-0.14, -0.84, -1.02], [0.01, 0.01, 0.02], [-0.09, -0.25, -0.01], [-0.14, 0.28, 0.35], [0.00, -0.01, 0.00], [0.32, -0.26, -0.48], [0.19, 0.08, 0.06], [0.04, 0.05, 0.04], [-0.01, -0.11, -0.03], [0.06, -0.20, 0.09], [-0.02, -0.09, -0.02], [-0.01, -0.02, -0.04], [0.01, 0.02, -0.01], [0.51, -0.24, -0.06], [-0.02, 0.01, -0.01], [0.02, -0.01, -0.01], [0.44, 1.15, 0.33], [0.04, -0.03, -0.07], [0.00, -0.01, -0.01], [0.15, 0.09, 0.12], [0.07, 0.21, 0.06], [-1.02, 0.14, 0.36], [-0.03, -0.05, 0.01], [-0.01, -0.01, 0.01], [-0.03, 0.01, 0.03], [0.03, 0.01, 0.00], [-0.01, 0.00, 0.00], [0.02, 0.00, -0.03], [0.00, 0.07, 0.01], [-0.02, -0.01, -0.01], [-0.06, 0.10, 0.09], [-0.01, 0.00, 0.00], [-0.05, 0.02, 0.03]], "homo_lumo_gap_ev": [5.98, 7.49], "spin_multiplicity": 6, "charge": 1, "s2": 8.804}

(2)
{"formula": "C44H40BrN6O2S2Ti", "method": "the ωB97M-V functional and the def2-TZVPD basis", "elements": ["O", "C", "H", "C", "C", "C", "C", "H", "C", "N", "H", "N", "H", "C", "S", "C", "H", "H", "H", "C", "C", "H", "H", "C", "C", "C", "H", "H", "C", "C", "C", "C", "H", "C", "C", "H", "C", "H", "Ti", "H", "H", "H", "H", "C", "N", "H", "N", "C", "H", "H", "C", "H", "H", "C", "C", "H", "H", "C", "C", "H", "S", "H", "C", "C", "H", "H", "C", "H", "O", "C", "Br", "C", "C", "C", "C", "H", "H", "H", "N", "H", "H", "C", "H", "C", "C", "C", "H", "C", "N", "C", "C", "C", "H", "C", "H", "H"], "coordinates": [[0.845173, 0.872287, -0.520689], [-3.120322, -0.609090, -1.218207], [-3.199257, 0.183212, 1.571582], [4.660808, 4.949566, -0.016774], [-3.085431, -5.401373, 0.614286], [-1.051929, -1.717246, 2.877638], [-2.075262, 3.299667, -2.223372], [4.536544, 3.011199, -1.889722], [-5.080359, -0.454725, -2.668241], [-0.452502, 1.851200, 1.545728], [-5.389381, -3.043644, -1.842105], [-2.297906, -1.249479, -0.362503], [5.559840, 1.279241, -2.649805], [-2.786076, 0.730348, -1.567610], [-5.259106, -5.505601, -0.722925], [-4.520651, -2.544590, -1.429889], [6.175544, -0.392330, -0.948265], [-3.252195, -0.683708, 3.112176], [0.421207, 3.574305, 2.223597], [-3.874476, -4.611316, -0.185728], [-3.594532, -6.706682, 0.787902], [5.089335, -2.426436, -0.923933], [-1.860981, -3.005067, 0.580224], [-3.594798, 1.449774, -2.465193], [2.650587, 3.676064, 0.819973], [-3.215778, 2.754331, -2.789764], [1.466870, -5.013169, 5.720837], [4.708013, 0.447200, -0.502298], [3.460167, -2.507137, 1.001310], [-1.511336, 6.846656, -3.289708], [-2.220277, 5.621525, -3.260295], [-2.562591, -2.506568, -0.075184], [-3.815634, 3.326238, -3.486248], [1.726556, 1.790012, -0.366938], [5.124985, -0.269446, -1.207608], [4.316215, -3.175348, 1.025369], [1.873477, -5.277874, 4.745249], [-2.425536, 2.437020, 1.455407], [-0.388295, -0.131169, 0.298707], [2.937338, -5.474788, 4.860566], [1.391043, -6.202325, 4.423828], [3.381285, -0.136635, -3.852710], [-1.834638, 7.717726, -3.839929], [5.051634, 0.317966, -2.625368], [-1.407288, -0.777042, 2.085263], [-0.459040, 2.895253, -0.886483], [3.445472, -1.623121, 0.052603], [-1.347915, 2.483138, -1.337886], [-0.377814, -3.797044, 4.361147], [3.793308, -1.838239, -1.956931], [2.621963, -3.777615, 2.869049], [1.683846, 0.671192, -2.687096], [-5.388139, 1.384442, -3.676770], [-3.666014, -3.223703, -0.575874], [1.225965, -1.972145, 1.963725], [-5.364720, -7.795902, 0.081877], [-1.727276, -2.006591, 3.687273], [-4.256168, -1.217484, -1.776119], [0.423969, -3.492506, 3.695629], [2.606711, -1.042423, -0.010464], [-0.152643, 5.290015, -1.796607], [-2.156845, -5.071421, 1.058441], [2.782317, 1.894442, -1.312247], [4.379563, -1.613074, -1.063962], [4.219863, 5.849143, -0.450684], [-3.113056, -7.470904, 1.379644], [-4.765285, 0.815047, -2.998524], [-1.496564, 0.987171, 3.967071], [1.074464, -0.912575, 1.245676], [0.195004, -2.435293, 2.819078], [0.405518, -1.807507, -1.510704], [3.688176, 3.805080, -0.109238], [-2.624083, -0.064515, 2.465616], [2.685512, 0.993062, -2.405330], [-4.764772, -6.900695, 0.120007], [5.579611, 4.735195, -0.559499], [-5.964278, -0.930004, -3.074595], [4.915041, 5.173851, 1.018252], [-1.670386, 1.248010, -1.010265], [0.343452, 7.599641, -2.392635], [-1.525180, 3.208640, 2.760702], [-0.376342, 6.811419, -2.545525], [5.555819, -0.333261, -3.336382], [1.677387, 2.686681, 0.718169], [-2.231743, 1.220374, 3.193791], [0.509294, 2.695105, 1.578123], [-3.108787, 1.643456, 3.684721], [3.755637, 2.896442, -1.147662], [3.660462, 0.450990, -3.079245], [-1.620846, 4.660238, -2.493748], [2.446481, -2.714921, 1.957911], [1.643245, -4.166309, 3.756972], [-3.148334, 5.469107, -3.792773], [-1.675627, 2.261246, 2.233792], [3.566282, -4.311666, 2.853294], [2.597434, 4.377769, 1.646034]], "atomic_forces_ev_per_a": [[2.35, 2.18, -1.41], [-0.23, -0.23, -0.09], [0.00, -0.06, -0.03], [-0.06, 0.00, 0.01], [-0.01, 0.24, -0.12], [-0.22, 0.12, 0.05], [-0.13, -0.28, 0.08], [0.00, 0.02, 0.01], [-0.09, 0.04, -0.10], [0.28, 0.03, -0.08], [-0.02, 0.04, -0.03], [-0.27, -0.07, -0.04], [-0.01, -0.02, -0.10], [-0.09, 0.24, -0.11], [0.22, 0.16, 0.09], [0.15, -0.18, 0.15], [0.02, 0.05, -0.02], [0.03, -0.04, -0.04], [-0.01, 0.00, -0.02], [-0.16, -0.49, 0.09], [-0.04, -0.14, 0.02], [-0.06, -0.05, 0.02], [0.02, 0.01, 0.02], [0.13, -0.16, 0.22], [-0.23, -0.30, -0.01], [0.19, 0.13, 0.05], [0.03, -0.03, 0.02], [0.06, -0.01, 0.07], [0.11, 0.09, -0.14], [0.04, 0.12, -0.03], [-0.05, -0.21, 0.04], [-0.01, -0.08, 0.03], [-0.02, -0.01, 0.01], [0.26, 0.10, -0.11], [-0.20, -0.08, -0.16], [0.03, 0.01, -0.04], [-0.07, 0.02, -0.05], [0.04, 0.05, -0.03], [-3.58, -0.64, -0.06], [-0.01, -0.03, 0.03], [0.00, 0.01, 0.00], [0.00, -0.02, -0.04], [0.00, -0.01, 0.00], [0.30, 0.01, 0.26], [-0.19, -0.25, 0.78], [0.08, -0.06, 0.09], [0.04, -0.04, 0.02], [-0.12, 0.12, -0.15], [0.00, 0.03, 0.03], [-0.02, -0.05, 0.01], [-0.07, 0.07, -0.09], [0.04, 0.04, -0.08], [-0.02, -0.04, 0.00], [-0.08, 0.34, -0.17], [0.16, 0.05, 0.13], [0.00, 0.02, -0.01], [0.00, 0.02, 0.01], [0.26, 0.13, 0.15], [-0.02, 0.18, -0.23], [-0.14, -0.06, 0.01], [-0.25, -0.11, -0.14], [0.01, 0.01, 0.00], [-0.04, 0.19, 0.38], [0.22, 0.16, -0.08], [0.04, 0.02, 0.02], [-0.01, 0.00, -0.01], [-0.08, -0.04, -0.07], [-0.04, 0.02, 0.06], [1.77, -1.09, 1.12], [0.24, -0.16, 0.05], [0.23, -0.60, -0.64], [0.23, 0.00, -0.13], [-0.14, 0.17, 0.22], [-0.05, -0.19, -0.27], [-0.01, -0.01, 0.01], [0.01, 0.01, 0.02], [0.00, 0.03, -0.03], [0.02, -0.01, 0.00], [-0.37, 0.12, -0.27], [-0.01, -0.01, 0.00], [0.05, -0.01, -0.04], [0.05, -0.02, 0.04], [-0.05, 0.02, -0.06], [0.31, 0.12, -0.04], [0.06, -0.06, -0.25], [-0.34, 0.11, 0.22], [-0.02, 0.00, -0.02], [-0.03, 0.03, 0.00], [-0.24, 0.01, 0.24], [0.25, 0.40, 0.02], [-0.36, -0.04, 0.31], [0.16, -0.17, 0.08], [0.00, -0.01, 0.01], [-0.16, 0.01, 0.31], [0.00, 0.00, 0.03], [-0.04, 0.04, -0.02]], "homo_lumo_gap_ev": [5.79, 6.06], "spin_multiplicity": 2, "charge": 2, "s2": 0.754}

Going through the records in order, we get strongest force on any atom values of 1.328 3.635 eV Å⁻¹.